(1)
C8H22B4NO11PS2 as an isolated structure, computed with ωB97M-V/def2-TZVPD.

Geometry as ORCA input:
```
! RIJCOSX wB97M-V def2-TZVPD def2/J DEFGRID3
* xyz 0 1
N 1.913 -1.394 1.934
B 1.580 -0.083 1.421
O 2.225 0.353 0.272
B 0.463 1.026 2.116
O 0.744 2.363 2.011
B -0.233 2.894 1.226
O -1.525 2.628 1.619
B -1.715 1.345 1.942
P -3.261 0.410 1.255
O -4.504 1.043 1.517
O -3.188 -1.056 1.785
O -3.057 0.330 -0.326
O -0.766 0.745 2.721
H 2.844 -1.574 1.595
H 1.316 -2.068 1.478
H 1.591 0.307 -0.438
H 0.006 3.478 0.238
H -2.279 -1.347 1.942
H -2.148 0.127 -0.534
C 1.555 6.551 -3.218
C 2.601 5.833 -4.083
C 2.688 4.382 -3.587
S 1.074 3.993 -2.898
O 1.217 3.767 -1.480
O 0.405 3.030 -3.733
C 0.354 5.612 -3.149
H 1.280 7.518 -3.634
H 1.955 6.717 -2.217
H 2.283 5.847 -5.126
H 3.571 6.321 -4.032
H 2.903 3.682 -4.388
H 3.420 4.269 -2.792
H -0.329 5.833 -2.334
H -0.186 5.586 -4.094
C -0.567 -7.045 1.349
C -1.920 -6.396 1.027
C -2.215 -5.374 2.135
S -0.614 -4.827 2.746
O -0.466 -5.247 4.111
O -0.366 -3.445 2.370
C 0.374 -5.898 1.706
H -0.185 -7.624 0.511
H -0.673 -7.716 2.202
H -1.860 -5.887 0.064
H -2.714 -7.133 0.957
H -2.764 -4.517 1.769
H -2.746 -5.821 2.970
H 1.259 -6.212 2.251
H 0.660 -5.328 0.823
*
```

## Properties
**HOMO energy**: -9.88 eV
**E_LUMO**: -0.29 eV
**Energy relative to the best compared isomer or geometry (same formula, charge and spin)**: 16.5 kcal/mol
**E**: -66338.595 eV
**Kohn-Sham gap**: 9.59 eV



(2)
A 2-piece molecular cluster, C2H6OS overall, computed with ωB97M-V/def2-TZVPD.

Geometry as ORCA input:
```
! RIJCOSX wB97M-V def2-TZVPD def2/J DEFGRID3
* xyz 0 1
C -1.281 0.982 0.678
C -0.980 0.250 -0.380
O -1.781 -0.678 -0.956
H -2.225 0.878 1.191
H -0.587 1.702 1.067
H -0.057 0.351 -0.925
H -2.624 -0.714 -0.486
S 2.333 -0.188 -0.838
H 1.926 -1.298 -0.232
H 3.579 -0.636 -0.946
*
```

## Properties
**Structure (SMILES)**: C=CO.S
**HOMO energy**: -9.14 eV
**E_LUMO**: 0.83 eV
**Energy relative to the best compared isomer or geometry (same formula, charge and spin)**: 11.7 kcal/mol
**E**: -15052.924 eV
**Kohn-Sham gap**: 9.97 eV



(3)
A 2-piece molecular cluster, C5H10N3O overall, computed with ωB97M-V/def2-TZVPD.

Geometry as ORCA input:
```
! RIJCOSX wB97M-V def2-TZVPD def2/J DEFGRID3
* xyz 1 1
C -2.724 -0.919 0.228
C -1.362 -1.074 0.503
C 1.415 -0.227 1.181
C 1.580 -0.084 -1.775
C 0.531 0.451 0.265
N -2.904 0.266 -0.330
N -1.738 0.849 -0.391
N -0.776 0.073 0.236
O 0.631 1.840 0.061
H -3.610 -1.599 0.265
H -0.951 -1.832 1.199
H 1.304 -1.342 1.168
H 1.226 -0.065 2.356
H 2.494 -0.040 1.107
H 2.506 0.171 -1.498
H 1.372 -1.077 -1.987
H 1.059 0.680 -2.297
H -1.689 1.836 -0.549
H 1.636 2.095 0.258
*
```

## Properties
**HOMO energy (spin up / spin down)**: -12.35 / -12.60 eV
**E_LUMO (spin up / spin down)**: -5.02 / -5.18 eV
**Energy relative to the best compared isomer or geometry (same formula, charge and spin)**: 124.9 kcal/mol
**E**: -11853.362 eV
**Kohn-Sham gap (spin up / spin down)**: 7.33 / 7.42 eV



(4)
An isolated ion of composition C4H7N2O and charge +1, computed with ωB97M-V/def2-TZVPD.

Geometry as ORCA input:
```
! RIJCOSX wB97M-V def2-TZVPD def2/J DEFGRID3
* xyz 1 3
C 1.399 -0.065 -0.007
C 0.485 -1.330 -0.037
C 0.433 1.068 0.450
C -0.955 0.583 0.332
N -0.353 1.403 -0.681
N -0.898 -0.832 -0.141
O 2.550 0.117 -0.271
H 0.553 -1.870 -1.084
H 0.812 -1.944 0.885
H 1.006 1.794 1.192
H -1.811 0.876 0.970
H -0.595 2.323 -0.843
H -1.126 -0.681 -1.098
H -1.499 -1.442 0.334
*
```

## Properties
**HOMO energy (spin up / spin down)**: -10.39 / -15.31 eV
**E_LUMO (spin up / spin down)**: -3.48 / -6.96 eV
**Energy relative to the best compared isomer or geometry (same formula, charge and spin)**: 60.7 kcal/mol
**E**: -9275.853 eV
**Kohn-Sham gap (spin up / spin down)**: 6.90 / 8.35 eV



(5)
One molecule with the formula C9H9NO3, computed with ωB97M-V/def2-TZVPD.

Geometry as ORCA input:
```
! RIJCOSX wB97M-V def2-TZVPD def2/J DEFGRID3
* xyz 0 1
N 0.521 3.112 1.097
C 0.003 2.063 0.356
C 1.016 1.016 -0.117
C 0.411 -0.357 -0.271
C -0.474 -0.538 -1.330
C -0.916 -1.864 -1.612
C -0.704 -2.843 -0.636
C 0.143 -2.593 0.456
C 0.768 -1.389 0.581
O 1.650 -1.093 1.596
O -1.387 1.542 0.796
C -1.373 2.176 -0.307
O -2.057 2.510 -1.234
H 0.541 2.799 2.098
H -0.125 3.933 0.990
H 1.783 1.116 0.597
H 1.205 1.431 -1.165
H -0.907 0.337 -1.788
H -1.488 -2.183 -2.504
H -0.916 -3.932 -0.863
H 0.257 -3.380 1.269
H 2.050 -1.865 1.990
*
```

## Properties
**Structure (SMILES)**: N[C@@]1(Cc2ccccc2O)OC1=O
**HOMO energy**: -8.89 eV
**E_LUMO**: 0.57 eV
**Energy relative to the best compared isomer or geometry (same formula, charge and spin)**: 17.0 kcal/mol
**E**: -17109.625 eV
**Kohn-Sham gap**: 9.45 eV



(6)
C15H20Cl4HgN2O9P2Se as an isolated structure, computed with ωB97M-V/def2-TZVPD.

Geometry as ORCA input:
```
! RIJCOSX wB97M-V def2-TZVPD def2/J DEFGRID3
* xyz -1 2
Hg -0.776 0.371 -0.198
Cl 4.340 1.312 5.293
C 2.898 1.132 4.296
C 1.688 0.857 4.911
C 0.570 0.711 4.082
Cl -0.954 0.332 4.851
C 0.580 0.815 2.683
O -0.524 0.669 2.018
C 1.879 1.085 2.073
C 2.146 1.164 0.693
O 1.391 0.959 -0.344
C 3.005 1.248 2.933
H 1.599 0.767 5.983
H 3.189 1.419 0.453
H 3.970 1.457 2.487
C -3.866 1.346 -3.561
C -3.400 -0.068 -3.225
O -4.039 -0.994 -4.091
P -1.593 -0.161 -3.523
O -1.430 0.187 -5.079
O -1.169 -1.687 -3.511
O -0.760 0.729 -2.679
P -3.828 -0.390 -1.445
O -3.207 -1.912 -1.379
O -5.290 -0.452 -1.254
O -2.984 0.539 -0.606
H -3.736 1.540 -4.626
H -3.298 2.073 -2.980
H -4.922 1.440 -3.305
H -4.123 -1.830 -3.616
H -0.818 0.931 -5.158
H -1.054 -2.031 -2.602
H -3.693 -2.425 -0.719
Cl -1.690 6.328 0.135
C -0.644 4.893 -0.019
Cl -1.559 3.401 -0.115
H -0.007 4.851 0.857
H -0.066 5.006 -0.927
C 2.435 -1.888 -1.729
N 2.433 -2.137 -0.296
C 3.536 -2.118 0.532
C 3.090 -2.292 1.794
N 1.719 -2.401 1.723
C 0.819 -2.564 2.856
C 1.324 -2.302 0.441
Se -0.432 -2.384 -0.168
H 3.467 -1.909 -2.073
H 1.992 -0.909 -1.917
H 1.856 -2.660 -2.233
H 4.529 -1.960 0.154
H 3.614 -2.304 2.731
H 1.335 -2.230 3.752
H 0.521 -3.609 2.949
H -0.062 -1.946 2.699
*
```

## Properties
**HOMO energy (spin up / spin down)**: -2.33 / -4.55 eV
**E_LUMO (spin up / spin down)**: 2.27 / 2.27 eV
**Energy relative to the best compared isomer or geometry (same formula, charge and spin)**: 4.8 kcal/mol
**E**: -175483.479 eV
**Kohn-Sham gap (spin up / spin down)**: 4.60 / 6.82 eV